*w*
# C3H2Br2P2

C3H2Br2P2 as an isolated structure (ωB97M-V/def2-TZVPD, the Open Molecules 2025 dataset).

Positions of all 9 atoms, in Å:
Br -0.242 -2.632 0.461
Br 2.187 -0.503 1.797
P 0.458 0.307 -0.551
P -1.894 0.131 0.677
C 2.098 -0.209 -0.025
C -1.142 1.383 -0.254
C -0.743 -0.966 -0.134
H 0.474 0.089 -1.836
H -1.195 2.400 -0.135

Charge   0
2S+1   1
HOMO energy (spin up / spin down)   -8.1 / -8.3 eV

=====

*x*
# C3H2Br2P2

One molecule with the formula C3H2Br2P2 (ωB97M-V/def2-TZVPD, the Open Molecules 2025 dataset).

Positions of all 9 atoms, in Å:
Br -2.340 -2.269 0.107
Br 3.383 0.304 0.196
P 0.395 1.340 -0.554
P 0.807 -1.618 0.112
C -1.218 0.336 -0.157
C -0.917 -0.984 0.038
C 1.522 -0.089 -0.059
H -2.183 0.742 -0.374
H 0.552 2.238 0.690

Charge   0
2S+1   1
Structure (SMILES)   BrC1=PC(Br)=[PH]=C1
HOMO energy   -9.1 eV

=====

In hartree, relative to the most stable structure: *w* 0.1925; *x* 0.0000.